1.
{"formula": "C3H3N3O2", "method": "ωB97M-V/def2-TZVPD", "energy_ev": -11718.939, "fmax_ev_per_a": 5.87, "symbols": ["C", "C", "C", "H", "H", "H", "N", "N", "N", "O", "O"], "coordinates": [[1.629, -0.016, -1.687], [-0.094, 0.157, 0.266], [-1.224, -0.712, 1.955], [1.917, -1.274, -1.423], [0.246, 2.131, -1.076], [-1.337, -1.021, 3.094], [0.596, 0.926, -0.738], [0.035, -0.556, 1.279], [-2.187, -0.151, 1.129], [1.956, 0.197, -2.870], [-1.537, 0.320, 0.071]], "lowdin_charge": [-0.17, -0.43, -0.11, 0.21, 0.29, 0.15, 0.04, 0.10, 0.02, -0.02, -0.08]}

---

2.
{"formula": "C3H3N3O2", "method": "ωB97M-V/def2-TZVPD", "energy_ev": -11719.085, "fmax_ev_per_a": 10.03, "symbols": ["C", "C", "C", "H", "H", "H", "N", "N", "N", "O", "O"], "coordinates": [[-0.337, -1.216, -0.318], [1.309, 0.182, 0.599], [0.220, 1.468, 0.420], [-0.860, -3.023, 0.382], [-1.666, -2.616, -0.952], [2.491, 0.025, 1.031], [-0.621, -2.426, -0.724], [0.818, -1.026, 0.504], [-0.978, -0.259, -0.777], [0.358, 2.588, 0.984], [-0.564, 1.036, -0.695]], "lowdin_charge": [-0.61, 0.02, -0.26, 0.23, 0.13, 0.18, 0.09, 0.08, 0.08, 0.08, -0.01]}

---

3.
{"formula": "C3H3N3O2", "method": "ωB97M-V/def2-TZVPD", "energy_ev": -11720.697, "smiles": "[H]/N=c1/cnoc(O)n1", "fmax_ev_per_a": 6.37, "symbols": ["C", "C", "C", "H", "H", "H", "N", "N", "N", "O", "O"], "coordinates": [[-1.288, -0.324, -0.044], [1.036, -0.458, 0.058], [1.007, 1.028, 0.114], [-3.099, -0.148, -0.118], [2.153, -1.756, -0.375], [2.055, 1.454, 0.378], [-0.304, -1.019, -0.103], [2.256, -0.768, 0.033], [-0.065, 1.633, 0.004], [-2.544, -0.756, 0.194], [-1.207, 1.113, -0.141]], "lowdin_charge": [-0.40, -0.38, -0.10, 0.05, 0.09, 0.15, 0.22, 0.13, 0.00, 0.20, 0.03]}